1.
Molecular formula: C2H7NS2
Method: DFT, ωB97M-V/def2-TZVPD

The geometry in XYZ format:
```
12
C2H7NS2 (ωB97M-V/def2-TZVPD)
S 2.6387 0.7043 -2.6462
S 3.7509 -1.0180 -2.8540
N -2.1953 0.9264 0.5192
C -1.5788 -0.2571 0.9962
C -0.7119 -0.3417 1.9928
H 2.8162 -1.8259 -3.3813
H -1.5873 1.7331 0.4963
H -1.7090 -1.0845 0.3101
H -0.3364 -1.2837 2.3819
H 2.5459 0.7282 -1.3127
H -3.0970 1.1823 0.8905
H -0.5358 0.5366 2.6071
```

Output
HOMO level = -9.2 eV
maximum force = 1.0 eV Å⁻¹

=====

2.
Molecular formula: CH9O3S
Method: DFT, ωB97M-V/def2-TZVPD

The geometry in XYZ format:
```
14
CH9O3S (ωB97M-V/def2-TZVPD)
S 1.3380 -0.6993 -1.1481
O -1.5904 -0.2776 -1.4175
O 2.1242 2.2616 -0.4372
O -3.2162 -0.0002 0.9688
C 1.3594 -1.2623 0.5926
H -1.3594 0.0544 -2.2949
H 1.9771 -0.6040 1.2211
H -3.5789 0.8810 1.0520
H 1.9197 1.2803 -0.4165
H -0.6009 -0.4522 -1.1557
H 0.3293 -1.3334 0.9725
H -2.2715 -0.0243 0.7957
H 1.8201 2.4337 0.4658
H 1.7495 -2.2578 0.8013
```

Output
total charge = -1
HOMO level = -3.4 eV
maximum force = 1.4 eV Å⁻¹

=====

3.
Molecular formula: C5H11ClO2
Method: DFT, ωB97M-V/def2-TZVPD

The geometry in XYZ format:
```
19
C5H11ClO2 (ωB97M-V/def2-TZVPD)
Cl 0.5979 -2.0257 0.6974
O -0.0269 -1.2690 -1.6877
O 3.0020 -0.1698 -0.9080
C 3.8881 0.2589 0.0917
C -1.7362 -0.8151 -0.0264
C -1.4950 0.3049 0.9920
C -2.6256 -0.3413 -1.1742
C -0.4312 -1.2973 -0.5804
H -2.7493 -1.1293 -1.9119
H -3.6038 -0.0582 -0.7951
H -0.9486 1.1238 0.5318
H 4.6209 0.9004 -0.3980
H 2.3956 -0.8238 -0.5419
H 3.3741 0.8384 0.8700
H -2.1764 0.5180 -1.6639
H -0.9296 -0.0574 1.8438
H -2.2060 -1.6602 0.4894
H 4.4121 -0.5800 0.5632
H -2.4511 0.6826 1.3437
```

Output
HOMO level (spin up / spin down) = -6.2 / -10.1 eV
2S+1 = 3
maximum force = 9.1 eV Å⁻¹
<S²> = 2.008

=====

4.
Molecular formula: C5H9ClN
Method: DFT, ωB97M-V/def2-TZVPD

The geometry in XYZ format:
```
16
C5H9ClN (ωB97M-V/def2-TZVPD)
Cl 2.2817 1.0629 -1.8774
N 0.2036 -0.3802 -0.6402
C -0.4983 -0.5181 0.5919
C 1.0193 1.3937 0.5911
C -0.0125 -1.1453 -1.8161
C 1.1043 0.6464 -0.7062
C -0.3787 0.9196 1.1896
H 1.8732 0.9947 1.2334
H 1.2410 2.4014 0.4045
H 0.1496 -2.3163 -1.6065
H -1.1379 -1.1439 -2.1375
H 0.7910 -0.8983 -2.4900
H -0.3935 1.1095 2.3225
H -1.5900 -0.5771 0.3973
H -1.1433 1.5840 0.7350
H -0.0143 -1.1913 1.3467
```

Output
total charge = +1
HOMO level = -15.3 eV
maximum force = 5.2 eV Å⁻¹

=====

5.
Molecular formula: C2H5BrSi
Method: DFT, ωB97M-V/def2-TZVPD

The geometry in XYZ format:
```
9
C2H5BrSi (ωB97M-V/def2-TZVPD)
Br -2.6762 0.3534 0.0230
Si 0.6055 1.3082 0.0232
C -0.1763 -0.4012 0.0594
C -0.1910 -1.6851 0.0157
H 0.2316 2.1193 -1.0702
H 0.7884 -2.2017 -0.0089
H -1.0598 -2.1489 -0.0905
H 1.8849 0.7180 -0.2483
H 0.5929 1.9381 1.2967
```

Output
HOMO level = -9.4 eV
maximum force = 4.3 eV Å⁻¹

=====

6.
Molecular formula: C2H7N2P2
Method: DFT, ωB97M-V/def2-TZVPD

The geometry in XYZ format:
```
13
C2H7N2P2 (ωB97M-V/def2-TZVPD)
P -4.2204 0.1863 -2.1720
P -1.6605 -0.3956 -0.4293
N 0.8037 0.8099 -0.0633
N 2.2075 -0.8961 1.3790
C -3.0801 0.6502 -1.1006
C -0.3666 0.7898 -0.6372
H 1.4137 0.3133 0.7041
H -0.8796 -1.1052 -1.4533
H 2.2948 -1.0883 2.3629
H -3.1718 1.5237 -0.3014
H 1.3899 1.6072 -0.4667
H 2.0545 -1.7987 0.9977
H 3.2150 -0.5966 1.1802
```

Output
total charge = +1
HOMO level (spin up / spin down) = -11.9 / -13.0 eV
maximum force = 4.3 eV Å⁻¹

=====

7.
Molecular formula: C14H15AlNO3
Method: DFT, ωB97M-V/def2-TZVPD

The geometry in XYZ format:
```
34
C14H15AlNO3 (ωB97M-V/def2-TZVPD)
Al 0.9344 0.7444 0.2595
O 0.1083 -0.8608 2.5365
O 0.6854 1.2610 2.0383
O 0.8751 3.0545 3.8828
N -0.6837 -2.6439 0.0345
C -0.5925 1.0081 -1.7452
C 0.6022 1.2428 -2.4652
C 0.3507 -0.2879 5.3512
C 0.7016 2.5814 -0.5803
C 0.4028 0.2854 2.9235
C 0.7772 2.0225 4.7573
C 0.8153 1.3417 7.0815
C 0.9458 2.3314 6.1219
C 0.5164 0.0287 6.7070
C 1.4108 2.1812 -1.7794
C 0.4865 0.6849 4.3445
C 0.2964 -1.6360 -0.2560
C -1.2033 -3.7229 -0.4535
C -0.5647 1.7943 -0.5252
H -1.4236 2.0623 0.0622
H 0.8645 3.5099 -0.0393
H 0.8303 0.8239 -3.4533
H 1.0949 -1.7308 0.4844
H 1.1880 3.3621 6.3819
H 0.6126 -1.6569 -1.3118
H -1.1728 -3.9240 -1.5432
H 0.9466 1.5992 8.1264
H 0.1047 -1.3031 5.0354
H -1.4788 0.4625 -2.1064
H -1.1131 -2.4636 0.9485
H 0.4132 -0.7528 7.4504
H 0.8574 2.6412 2.9891
H 2.3393 2.6378 -2.1401
H -1.7086 -4.4043 0.2583
```

Output
total charge = -1
HOMO level (spin up / spin down) = -1.1 / -1.6 eV
maximum force = 5.4 eV Å⁻¹

=====

8.
Molecular formula: C35H57BEuN10O2S5
Method: DFT, ωB97M-V/def2-TZVPD

The geometry in XYZ format:
```
111
C35H57BEuN10O2S5 (ωB97M-V/def2-TZVPD)
Eu -2.0837 0.9116 2.2672
S -0.8191 2.5575 0.3202
S -4.1093 -0.9090 -1.7594
S -1.2356 -1.5926 3.3146
S -2.2267 3.7094 3.2190
S 0.7467 1.1365 3.1545
O -4.2276 -0.8821 2.6789
O -3.7583 0.8827 3.9326
N 1.7438 1.0294 0.6997
N -0.0392 0.3501 -0.9644
N -2.6384 -0.4601 0.2602
N 0.3357 -1.1671 1.2070
N -5.1171 1.5520 -1.2257
N 1.3098 -1.4719 0.3157
N -5.8828 -1.9750 4.1503
N -3.4261 0.6567 0.1227
N 0.0188 -0.5257 -1.9902
N 2.4820 1.4073 -0.3608
C 3.3781 2.3375 -0.2212
C 3.0404 3.1807 3.4724
C 0.7089 -3.2252 2.2904
C 0.4253 -4.1675 3.4026
C -0.0201 -1.9706 2.2278
C -1.3138 3.6434 4.7852
C 3.5435 2.1833 -2.7282
C 4.2134 4.2755 -1.5526
C 2.8550 2.5571 2.1308
C -4.3965 -0.1529 3.6883
C 1.8288 1.5776 1.9301
C -2.2257 -2.7161 -0.6581
C 5.6008 2.2011 -1.2926
C 4.1714 2.7456 -1.4493
C -0.4470 -0.1789 -3.1500
C -1.8079 -1.4598 -4.7861
C -4.2580 0.5811 -0.8743
C 1.6529 -3.4968 1.3459
C -0.3788 -1.1611 -4.3072
C 4.3795 -3.2491 0.1014
C -1.6292 3.3794 -2.5161
C 3.6068 2.9191 1.0556
C -0.6248 1.5748 -1.0427
C -1.0874 2.0031 -2.3336
C 2.6431 -4.0527 -1.5274
C -5.4692 -0.6467 4.6773
C -3.8801 4.0780 3.8576
C 3.1050 -2.8637 -0.6669
C -2.9051 -3.6743 0.3320
C -0.9931 1.1202 -3.3616
C 3.3945 -1.6440 -1.5382
C -2.8753 -1.3704 -0.6257
C 2.0074 -2.5730 0.3244
C 0.2941 -2.4686 -3.8921
C 0.4217 -0.5235 -5.4544
B 0.7872 -0.0508 0.2441
H 3.0930 2.4194 4.2496
H -0.6397 -4.3916 3.4595
H -1.1724 -2.5945 -0.4077
H 4.3665 3.6812 1.1735
H -2.9313 -3.2311 1.3249
H 3.4058 -4.2608 -2.2784
H -5.3227 -1.9869 3.2365
H -5.7801 1.4223 -1.9656
H 2.5105 -4.9544 -0.9280
H -1.7748 2.9206 5.4566
H 1.3805 -0.1373 -5.1030
H -4.5508 4.1099 3.0016
H -2.3783 -1.9753 -4.0116
H 6.1910 2.4757 -2.1676
H -1.9849 3.5213 -3.5353
H -2.4354 3.5887 -1.8143
H -2.3452 -0.5520 -5.0652
H 2.5061 2.5101 -2.8250
H 2.1891 3.8228 3.7082
H -0.8462 4.1128 -2.3112
H 4.1025 2.5456 -3.5917
H -3.8701 5.0514 4.3428
H -5.1342 2.4124 -0.7069
H -1.7641 -2.1025 -5.6663
H 1.3517 -2.3034 -3.6866
H -5.0524 -0.7159 5.6783
H 6.0911 2.6165 -0.4104
H 0.9938 -5.0885 3.2959
H 4.7099 4.7332 -0.6962
H 5.5998 1.1124 -1.2096
H -5.5994 -2.7494 4.7447
H -1.3062 4.6335 5.2359
H 4.1236 -1.9075 -2.3049
H -4.1894 3.3023 4.5533
H 2.4905 -1.2818 -2.0256
H -6.3083 0.0436 4.6984
H 3.8082 -0.8376 -0.9331
H -0.2983 3.3389 4.5479
H -0.1259 0.2883 -5.9348
H 4.6708 -2.4694 0.8072
H 0.2148 -3.1930 -4.7034
H -2.2858 -3.1304 -1.6652
H 5.1906 -3.3778 -0.6154
H 3.2066 4.6888 -1.6364
H -2.3584 -4.6172 0.3786
H -3.9250 -3.8918 0.0105
H -1.3296 1.4028 -4.3502
H 4.2687 -4.1881 0.6443
H 4.7728 4.5577 -2.4446
H 3.5610 1.0953 -2.7410
H 0.6864 -3.6943 4.3522
H -0.1760 -2.8842 -3.0004
H 3.9443 3.7866 3.4954
H 0.6200 -1.2776 -6.2170
H -6.8799 -2.0562 3.9751
H 1.7085 -3.8302 -2.0426
H 2.1883 -4.4352 1.3944
```

Output
total charge = +2
HOMO level (spin up / spin down) = -11.0 / -12.4 eV
2S+1 = 8
maximum force = 1.3 eV Å⁻¹
<S²> = 15.760

=====

9.
Molecular formula: C3H4BrIO2
Method: DFT, ωB97M-V/def2-TZVPD

The geometry in XYZ format:
```
11
C3H4BrIO2 (ωB97M-V/def2-TZVPD)
I 2.9879 1.5877 -0.2522
Br 2.5602 -1.7513 -0.4482
O -0.7882 -0.0132 1.9280
O -0.6028 0.1133 -0.4226
C -0.3889 -0.0860 0.8014
C 2.4478 -0.2537 0.7346
C -2.0027 0.1272 -0.9280
H 2.9490 -0.2526 1.7613
H -2.5059 -0.7500 -0.6166
H -2.6653 0.9175 -0.5843
H -1.9910 0.3612 -1.9735
```

Output
HOMO level (spin up / spin down) = -8.3 / -7.7 eV
maximum force = 4.5 eV Å⁻¹

=====

10.
Molecular formula: C21H25F12NO11
Method: DFT, ωB97M-V/def2-TZVPD

The geometry in XYZ format:
```
70
C21H25F12NO11 (ωB97M-V/def2-TZVPD)
F 0.2350 -4.7337 7.8048
F -0.8579 -2.5639 -2.9157
F 1.6140 -6.2635 7.1340
F -2.3108 8.6851 1.6643
F 2.2651 -4.7684 8.5532
F 0.7499 -1.8545 1.6224
F 1.1011 -1.8329 -3.4741
F 1.5455 -0.1947 0.4747
F -0.3746 9.5211 2.1392
F 2.6830 -1.0246 2.1170
F -1.5229 10.3270 0.4915
F 0.0990 -3.2921 -4.7160
O -1.8072 -1.5309 -5.4832
O -1.4398 7.6462 -0.6765
O 2.6562 -3.0733 6.3927
O -0.4329 0.1049 -4.7365
O -3.5841 0.2982 1.5443
O -3.8874 1.3195 3.7600
O 1.3888 -4.4600 5.1304
O 3.7297 -2.5778 0.0661
O -1.6679 2.7079 -1.9137
O 0.6625 7.9414 0.1087
O 1.6296 -2.8580 -0.7291
N -2.9689 0.7373 -0.8963
C -0.9371 6.7284 -1.6605
C -0.1043 -2.1806 -3.9718
C -0.5182 8.1874 0.1525
C 1.8869 -1.3569 1.0809
C -3.1784 0.9103 2.8088
C -1.1776 9.1757 1.1127
C 2.3597 -5.1406 -1.1381
C -2.6874 0.9074 0.5662
C -2.4165 1.7932 -1.4709
C 1.5208 -4.9504 7.4439
C 2.1312 -3.7613 -1.7269
C -1.8226 -0.2298 -7.5370
C -1.5452 1.0087 2.6964
C -0.7053 5.3589 -1.0510
C 1.9476 -4.0446 6.2901
C -1.2424 0.5096 1.1649
C -2.5427 -0.5586 -6.2430
C 2.5492 -2.3314 0.1092
C -0.7652 -1.0549 -4.7652
C 3.0498 -4.0026 3.4163
C 1.6796 -3.6619 3.9723
H -0.9358 0.5167 3.5348
H -0.3984 4.6436 -1.8156
H 1.5900 -2.5966 4.2029
H 3.8387 -3.7571 4.1308
H -2.7860 2.0279 0.8082
H -1.0863 -0.6349 1.0404
H 3.1256 -5.0748 3.2142
H -2.4201 0.4493 -8.1490
H -1.2878 2.1389 2.6015
H 1.3730 -3.8203 -2.5075
H -1.6165 4.9945 -0.5690
H -0.4687 1.1622 0.6036
H 1.4470 -5.5106 -0.6624
H -3.5140 -1.0047 -6.4689
H -0.0301 7.1209 -2.1288
H 3.2394 -3.4537 2.4922
H 2.6659 -5.8453 -1.9144
H 0.9149 -3.8957 3.2279
H 3.0393 -3.3634 -2.1884
H -1.6245 -1.1413 -8.1078
H -0.8557 0.2404 -7.3432
H 3.1336 -5.1187 -0.3671
H 0.0691 5.3947 -0.2809
H -2.7306 0.3382 -5.6458
H -1.6976 6.6561 -2.4416
```

Output
HOMO level = -10.7 eV
maximum force = 8.2 eV Å⁻¹

=====

11.
Molecular formula: C34H43N4O2STc
Method: DFT, ωB97M-V/def2-TZVPD

The geometry in XYZ format:
```
85
C34H43N4O2STc (ωB97M-V/def2-TZVPD)
Tc -0.1822 -0.2985 -0.3524
S -0.0712 -3.4633 2.2246
O 1.9817 0.8906 1.5253
O 1.5434 0.5393 -0.6199
N 4.4811 1.2071 1.2855
N -2.0900 -4.1557 3.7497
N -1.5207 -0.8120 0.6751
N -0.6716 -2.5604 4.6069
C 0.1615 4.0921 -0.6844
C -2.3302 -0.8938 1.7096
C 1.2584 -3.9412 -3.2371
C -4.0507 1.5020 -0.0522
C 3.9330 2.7132 -0.5046
C 4.3562 3.4836 0.7447
C -1.4067 1.3018 -2.7726
C -0.5143 2.3017 -2.3520
C 3.3836 -3.1970 0.3052
C -0.7181 2.9545 -1.1320
C -1.8139 2.6065 -0.3286
C -2.9056 -0.1376 3.9446
C 3.2302 -4.3014 -1.8166
C -1.0044 -3.3852 3.6039
C -4.0557 -0.9191 3.9198
C 3.9045 -4.0818 -0.6485
C 0.2433 -2.0781 -1.3718
C -2.0563 -0.1134 2.8648
C 2.0081 -3.6484 -2.0805
C 2.2176 -2.5250 0.0621
C 3.8044 1.2508 -0.0116
C -2.5040 0.9536 -1.9642
C -0.4820 -2.4757 -2.4752
C 0.0246 -3.3831 -3.4190
C -3.4967 -0.0994 -2.3740
C -3.4970 -1.6942 1.7106
C 5.2093 2.4604 1.4869
C -1.2341 0.7117 -4.1465
C 1.4954 -2.7170 -1.1351
C -2.0206 3.2703 1.0046
C -4.3422 -1.6837 2.7950
C 0.6353 2.6698 -3.2520
C -2.7459 1.6690 -0.7795
C 2.3608 0.8746 0.2435
H -3.7065 -2.2933 0.8388
H 6.2157 2.4326 1.0520
H 0.3144 3.4116 -3.9852
H -2.5381 2.6001 1.6861
H 1.6578 -4.6465 -3.9497
H -2.6165 4.1781 0.9001
H -3.8087 -0.6700 -1.5030
H 4.8252 -4.6071 -0.4419
H -4.3430 2.4355 0.4205
H -3.9863 0.7333 0.7163
H -4.7355 -0.9185 4.7573
H -1.4826 -2.0953 -2.6230
H -4.8433 1.2265 -0.7412
H 5.2944 2.6674 2.5550
H 3.0046 3.0814 -0.9330
H -2.1336 0.2109 -4.4847
H -2.6915 0.4667 4.8152
H 0.8427 3.7779 0.1097
H 3.8948 -3.0721 1.2480
H 0.7519 4.4966 -1.4996
H 1.0050 1.8012 -3.7908
H -1.0184 1.5029 -4.8620
H 2.8186 1.0572 2.0380
H -4.3773 0.3615 -2.8227
H -0.4148 -0.0083 -4.1768
H -5.2447 -2.2742 2.7673
H 4.9170 4.3832 0.5030
H 1.7837 -1.8797 0.8203
H 4.7095 2.7759 -1.2640
H -1.2080 -2.5099 5.4564
H 1.4723 3.0871 -2.6992
H -0.4507 4.9043 -0.2975
H -1.1738 0.5121 2.8501
H 0.1613 -2.0059 4.5168
H 5.0731 0.3941 1.4015
H -2.6771 -4.0894 4.5650
H -1.0729 3.5451 1.4587
H 3.6062 -5.0080 -2.5415
H 4.2069 0.5543 -0.7567
H 3.4879 3.7590 1.3442
H -2.3866 -4.7297 2.9795
H -0.5698 -3.6432 -4.2830
H -3.0826 -0.7964 -3.0934
```

Output
total charge = +1
HOMO level (spin up / spin down) = -9.9 / -9.9 eV
2S+1 = 2
maximum force = 5.7 eV Å⁻¹
<S²> = 0.968

=====

12.
Molecular formula: CH3NO3
Method: DFT, ωB97M-V/def2-TZVPD

The geometry in XYZ format:
```
8
CH3NO3 (ωB97M-V/def2-TZVPD)
O 2.3306 -0.3177 0.8711
O 0.7337 1.0927 1.3168
O -1.3553 0.3590 -0.1547
N 1.2515 0.0461 0.6211
C -1.0500 -0.5092 -0.9452
H -0.1454 1.1016 1.0633
H -1.8454 -0.9961 -1.6212
H 0.0804 -0.7762 -1.1511
```

Output
HOMO level = -10.0 eV
maximum force = 5.1 eV Å⁻¹

=====

13.
Molecular formula: C2H7N3OS
Method: DFT, ωB97M-V/def2-TZVPD

The geometry in XYZ format:
```
14
C2H7N3OS (ωB97M-V/def2-TZVPD)
S 2.4391 -0.6745 0.1882
O -2.3788 -0.7260 0.1371
N 1.0113 -1.0749 -0.8111
N -1.1835 -1.4622 -0.3002
N -0.4095 0.6321 0.0722
C -0.1869 -0.6571 -0.3170
C 0.2753 1.8953 -0.1949
H 0.9512 -2.0793 -1.0527
H -0.1505 2.5269 0.7325
H -0.1770 2.3238 -1.2491
H -1.3518 0.8206 0.1354
H 2.3176 -1.3660 1.3097
H -2.6140 -1.9230 1.6113
H 1.4577 1.7644 -0.2614
```

Output
HOMO level = -8.4 eV
maximum force = 5.3 eV Å⁻¹

=====

14.
Molecular formula: C4H10N2O2
Method: DFT, ωB97M-V/def2-TZVPD

The geometry in XYZ format:
```
18
C4H10N2O2 (ωB97M-V/def2-TZVPD)
O -1.4137 -0.0646 -0.4159
O 2.7306 -1.4296 -0.1841
N 0.7611 -0.6052 -0.1165
N 1.5076 -1.4970 -0.4428
C -2.7367 -0.3271 -0.1182
C 1.2104 0.5859 0.5379
C 1.5642 1.7219 -0.4018
C -0.6015 -0.9938 0.2220
H -0.4873 -2.1967 -0.2867
H -0.6508 -0.8717 1.3798
H 2.3148 1.3189 -1.2106
H -3.3944 0.6276 -0.6169
H -2.9948 -0.3744 0.8239
H -2.9764 -1.4054 -0.6568
H 2.2749 0.2591 1.3070
H 0.5993 0.8442 1.1384
H 0.5210 1.8334 -1.0944
H 1.7718 2.5745 0.1356
```

Output
HOMO level = -8.9 eV
maximum force = 12.8 eV Å⁻¹

=====

15.
Molecular formula: C2H2F3NO
Method: DFT, ωB97M-V/def2-TZVPD

The geometry in XYZ format:
```
9
C2H2F3NO (ωB97M-V/def2-TZVPD)
F -3.7540 0.3167 0.9212
F -3.1595 0.4306 -1.2424
F -2.8052 -1.3863 -0.0337
O -0.5302 1.7794 0.4023
N -0.8094 0.4591 0.6634
C -2.8743 -0.0477 -0.0058
C -0.0208 0.7845 -0.4461
H -0.4638 0.7587 -1.5504
H 1.1368 0.4708 -0.5798
```

Output
HOMO level (spin up / spin down) = -9.8 / -9.5 eV
maximum force = 4.7 eV Å⁻¹